Record 1
34
Properties=species:S:1:pos:R:3:forces:R:3 method="wB97M-V/def2-TZVPD" de_lowest_kcal_mol=0.0 energy_ha=-2043.568174 orbital_gap_ev=7.6 total_charge=-1
K 1.25491 0.84547 -0.49111 -0.02 -0.03 0.04
I -0.50805 3.15676 1.39103 -0.08 0.08 0.01
C -1.66618 4.88772 0.77421 0.00 0.01 -0.01
I -3.65453 4.45584 0.11050 0.00 0.00 0.01
H -1.18445 5.38712 -0.05932 0.01 -0.02 0.00
H -1.77696 5.57590 1.60500 -0.01 -0.01 0.01
N -0.40228 -1.42847 2.56358 0.02 0.01 -0.02
C -0.38632 -2.12461 1.28039 -0.01 0.02 0.01
C -1.50074 -1.60234 0.38483 -0.03 0.00 0.02
C -1.59872 -2.32959 -0.95345 -0.03 -0.02 0.00
C -0.45695 -2.05809 -1.92453 0.09 0.02 -0.04
N -0.43108 -0.64969 -2.33593 0.03 -0.06 0.05
H -0.11122 -0.45657 2.41218 -0.01 -0.02 0.01
H 0.28984 -1.83476 3.18203 0.00 0.01 0.00
H -0.55110 -3.19365 1.45480 0.00 -0.01 0.00
H 0.57943 -2.04563 0.75662 0.00 0.01 0.01
H -1.37026 -0.52788 0.22215 0.01 -0.01 0.00
H -2.44106 -1.70778 0.93193 0.01 0.00 0.00
H -2.54189 -2.06016 -1.44364 0.02 0.01 0.00
H -1.65235 -3.40907 -0.77265 0.01 0.00 0.00
H -0.54406 -2.73896 -2.78098 -0.05 -0.01 -0.01
H 0.50652 -2.28350 -1.46187 -0.01 0.00 0.00
H -1.30980 -0.41917 -2.78659 0.01 0.06 0.01
H 0.30265 -0.51698 -3.02889 -0.04 0.00 -0.02
C 1.33164 1.39289 3.30480 0.02 -0.01 -0.03
O 0.87019 1.24612 2.00693 0.03 -0.03 -0.02
H 0.51999 1.57948 4.03122 -0.02 0.00 0.00
H 2.04152 2.23104 3.41692 0.01 0.02 -0.01
H 1.86092 0.49195 3.66059 0.00 -0.01 -0.01
F 2.01929 -0.37110 -4.11170 0.04 0.00 0.04
B 2.93057 0.02259 -3.11318 -0.05 0.03 0.03
F 2.62275 1.35363 -2.71223 0.03 0.02 -0.05
F 4.23647 -0.07465 -3.55395 -0.03 0.00 0.02
F 2.72130 -0.79385 -1.95970 0.04 -0.08 -0.04

***

Record 2
29
Properties=species:S:1:pos:R:3:forces:R:3 method="wB97M-V/def2-TZVPD" energy_ha=-1185.318930 orbital_gap_ev=6.7 total_charge=-1
C 0.86662 -2.77776 -1.87196 0.96 -0.60 -0.46
C 0.10634 -4.08479 -2.16142 -0.45 -0.13 0.91
C -1.39086 -4.08991 -1.72293 -0.05 0.02 -0.31
B -2.22497 -2.70844 -2.02663 0.30 -1.39 -1.14
I -2.21344 -1.33141 -0.24595 -0.06 0.45 0.42
H 0.49097 -1.91609 -2.42865 -0.25 -0.14 0.28
H 1.91102 -2.92386 -2.21228 -0.23 0.12 0.10
H 0.94127 -2.55108 -0.80311 -0.35 0.03 -0.17
H 0.17141 -4.35966 -3.22420 0.00 0.35 0.12
H 0.61133 -4.90755 -1.62065 0.07 0.22 -0.22
H -1.88376 -4.87879 -2.32749 0.10 0.21 0.22
H -1.51934 -4.42407 -0.67677 0.28 0.16 -0.24
H -3.35591 -2.99719 -2.33725 -0.34 0.30 0.39
H -1.71390 -2.14865 -2.96919 0.02 0.42 0.07
O 2.54484 2.50943 1.14147 -0.14 0.01 0.43
S 1.74854 3.27961 2.05468 -0.71 0.25 -0.39
O 1.57942 2.87571 3.42171 0.26 -0.06 -0.33
O 0.30941 3.54744 1.40079 0.77 0.26 0.28
C -0.45171 2.41808 0.91821 -0.56 -0.81 -0.14
C -1.13708 1.66530 2.03953 0.16 0.07 0.29
C 2.30350 4.95727 2.02646 -0.04 0.06 -0.02
H 0.18198 1.75375 0.32809 0.11 0.11 0.08
H -1.20248 2.82924 0.24425 0.18 0.23 0.03
H -0.41091 1.15879 2.67590 -0.01 -0.03 -0.05
H -1.81050 0.91556 1.62600 0.05 0.04 -0.08
H -1.70593 2.34821 2.67420 -0.02 0.04 -0.08
H 2.37780 5.28413 0.99277 -0.02 -0.04 0.00
H 3.28034 4.98740 2.50422 -0.01 -0.09 0.01
H 1.59599 5.56934 2.58020 -0.01 -0.04 0.00

***

Record 3
28
Properties=species:S:1:pos:R:3:forces:R:3 method="wB97M-V/def2-TZVPD" energy_ha=-4188.235861 orbital_gap_ev=7.5 total_charge=-1
C -3.20763 1.71003 -2.17962 -0.15 0.09 -0.18
C -2.45297 1.68373 -0.84563 0.10 -0.07 -0.64
Nb -1.49918 -0.14360 -0.02752 0.61 0.12 0.08
S -0.77102 -2.42798 0.55498 -0.05 0.08 0.35
C 0.34296 1.20078 -0.08724 -0.26 0.39 0.43
C 1.72310 0.66310 0.23575 -0.34 -0.49 -0.17
C 2.90795 1.51553 -0.21026 0.07 0.20 -0.15
Br 1.82912 0.34582 2.16672 0.13 -0.13 0.38
H -2.96666 0.86583 -2.82031 0.13 -0.05 -0.03
H -2.99522 2.62067 -2.74724 -0.01 0.08 -0.05
H -4.29022 1.68135 -2.04763 -0.08 -0.05 0.14
H -1.64506 2.41851 -0.87204 -0.03 0.14 -0.06
H -3.13393 2.00336 -0.05417 0.09 -0.07 0.26
H -1.58438 -0.79029 -1.78844 -0.38 -0.11 0.16
H -3.29242 -0.44252 0.19106 0.53 0.46 0.16
H -1.82095 0.39707 1.72592 -0.37 -0.41 -0.10
H -0.05456 -2.76216 -0.50663 0.08 -0.16 -0.47
H 0.34625 1.46919 -1.15691 -0.08 -0.11 -0.07
H 0.21557 2.14275 0.45488 -0.10 0.11 -0.09
H 1.82425 -0.33965 -0.17651 0.06 -0.07 0.05
H 3.56676 0.94497 -0.86276 0.07 -0.05 -0.06
H 2.55029 2.38007 -0.76690 -0.03 0.05 -0.06
H 3.50725 1.88147 0.61687 0.01 0.02 0.13
C 2.13993 -3.66952 2.19926 -0.07 0.16 0.05
Cl 1.44265 -5.12926 1.49784 0.12 -0.18 0.02
Cl 3.36139 -4.01884 3.44638 -0.06 -0.04 -0.06
H 2.61972 -3.10233 1.41315 0.01 0.03 -0.01
H 1.33704 -3.09807 2.64701 0.01 0.04 0.00

***

Record 4
25
Properties=species:S:1:pos:R:3:forces:R:3 method="wB97M-V/def2-TZVPD" multiplicity=2 de_lowest_kcal_mol=94.3 energy_ha=-348.088762 orbital_gap_ev="4.1 / 9.8"
N 0.68960 -2.31834 -0.50899 -3.71 -0.36 0.21
C -0.56474 -1.59084 -0.93500 -3.33 -1.10 -0.47
C -0.83110 -1.92752 -2.38346 0.50 1.64 -1.43
C -0.66132 -0.09872 -0.53219 2.44 -0.06 -2.71
N 0.48057 0.03427 0.33702 -2.64 0.19 1.94
C 0.30231 0.60423 1.66286 0.61 0.55 -1.00
C -0.13679 2.07671 1.67447 -5.46 -1.52 0.44
C 0.78482 3.06093 1.05400 1.58 -1.60 2.63
H 1.57101 -1.92839 -0.46897 2.26 1.92 -0.56
H 0.71682 -3.11156 -1.17495 0.32 -0.91 0.84
H 0.46958 -2.43484 0.52564 0.29 -1.40 0.30
H -1.51089 -2.20446 -0.39013 2.82 1.40 -0.72
H -0.72450 -3.01242 -2.48861 -0.05 0.30 -0.62
H -1.82244 -1.59296 -2.72675 -0.15 -0.40 0.59
H -0.19243 -1.29766 -3.09562 -0.21 -1.34 0.90
H -1.60874 0.07728 -0.03442 0.03 0.36 -0.02
H -0.49485 0.58465 -1.53558 -0.89 -1.52 2.35
H 1.29380 0.40655 0.01287 2.23 1.15 -2.12
H -0.35354 -0.11383 2.15802 0.25 0.50 0.84
H 1.36926 0.59262 1.90842 -0.27 -0.25 1.56
H -0.59977 2.35973 2.66370 1.69 -0.05 -0.19
H -1.25457 2.09075 1.25053 2.17 -0.05 -0.35
H 0.43910 3.99953 1.38598 0.06 1.47 -0.15
H 1.74069 2.78166 1.63612 -0.72 1.05 -1.33
H 0.89813 2.96264 0.00504 0.18 0.03 -0.92

***

Record 5
25
Properties=species:S:1:pos:R:3:forces:R:3 method="wB97M-V/def2-TZVPD" de_lowest_kcal_mol=84.7 energy_ha=-347.955940 orbital_gap_ev=7.8 total_charge=+1 smiles=CC(C)N(C)CC[NH3+]
N 0.84807 -2.47571 1.29765 2.98 -0.14 2.67
C 1.36000 -1.54838 0.15751 2.75 0.41 0.53
C 0.94028 -0.07271 0.36883 1.17 0.20 0.56
N 0.22569 0.33360 -0.74702 -1.82 1.02 -2.53
C 0.99778 0.77162 -1.90911 1.75 1.73 0.61
C -1.00186 2.08303 0.45046 0.66 2.25 2.96
C -1.10036 0.99231 -0.57022 -0.09 0.66 -0.74
C -2.07950 -0.00149 -0.04182 -3.47 2.38 0.86
H 0.52366 -1.99624 2.22330 0.91 -0.44 -2.17
H 0.06582 -2.99227 1.02054 -1.56 -1.28 -0.75
H 1.64572 -3.19602 1.64425 -2.35 1.95 -1.22
H 1.21136 -1.93646 -0.89803 -0.55 0.16 1.69
H 2.46565 -1.53183 0.30906 -0.70 -0.51 -0.11
H 0.36675 -0.05977 1.28662 -0.49 0.36 0.17
H 1.83323 0.64941 0.57928 -0.98 -1.55 -0.24
H 2.17468 0.84048 -1.62012 -2.61 -0.91 -1.02
H 0.71065 0.16400 -2.81874 0.87 0.87 0.85
H 0.82720 1.89621 -2.05831 -0.15 -1.51 -0.30
H -0.01021 2.65984 0.65023 -1.65 -0.45 -1.55
H -1.91964 2.72084 0.48215 1.05 0.06 -0.57
H -1.07063 1.73138 1.50213 -0.14 -0.81 -0.44
H -1.65552 1.45511 -1.53925 2.24 -1.27 1.70
H -1.73167 -0.64162 0.76096 -0.09 0.04 0.21
H -2.57554 -0.51024 -0.81083 -0.09 -1.55 -1.22
H -3.05161 0.66494 0.28049 2.36 -1.65 0.05

***

Record 6
25
Properties=species:S:1:pos:R:3:forces:R:3 method="wB97M-V/def2-TZVPD" de_lowest_kcal_mol=20.9 energy_ha=-348.057461 orbital_gap_ev=10.7 total_charge=+1 smiles=CC(C)NC[C@@H](C)[NH3+]
N 1.75331 0.74642 -0.22301 -1.03 -0.22 -0.33
C 0.76452 0.34770 -1.31806 -0.90 0.64 -0.45
C 0.88902 1.43456 -2.39332 -0.03 -0.32 -0.63
C -0.76444 0.39027 -0.80053 1.91 0.40 0.32
N -0.72153 0.64160 0.63321 -0.76 -0.60 0.76
C -1.86784 -1.65306 1.04752 -0.51 2.07 -0.47
C -0.84499 -0.56988 1.48537 0.18 -1.42 0.40
C 0.50497 -1.32042 1.60573 -0.67 0.51 1.52
H 2.48744 1.36339 -0.55551 0.04 0.01 -0.15
H 1.14416 1.23203 0.47810 0.09 -0.51 0.26
H 2.16011 -0.10597 0.15091 0.07 0.22 0.52
H 0.98505 -0.68705 -1.57778 0.35 0.30 -0.39
H 0.15083 2.21507 -2.17775 0.66 0.25 0.15
H 1.91142 1.81201 -2.42609 -0.12 0.27 -0.22
H 0.63086 1.14808 -3.42212 0.13 -0.45 0.39
H -1.22022 -0.55256 -1.08703 -0.23 0.12 0.03
H -1.18409 1.22011 -1.37171 -0.48 -0.28 0.51
H -1.41780 1.25967 1.02381 -0.18 0.45 -0.82
H -2.02824 -2.37966 1.83220 0.24 -0.28 -0.06
H -1.53061 -2.05741 0.10239 -0.09 -0.76 0.03
H -2.83291 -1.15775 0.85810 0.10 -0.27 0.02
H -1.19724 -0.23487 2.49697 0.75 -0.08 -0.82
H 0.27679 -2.22703 2.18078 0.42 0.20 -0.04
H 0.96810 -1.66941 0.68578 -0.18 0.13 -0.31
H 1.17605 -0.68892 2.20472 0.25 -0.39 -0.23